{
  "formula": "C4H31NO11",
  "method": "the ωB97M-V functional and the def2-TZVPD basis",
  "e_lumo_ev": -0.09,
  "gap_ev": 9.14,
  "elements": ["H", "H", "H", "H", "H", "H", "C", "C", "H", "H", "O", "H", "H", "O", "H", "N", "H", "H", "H", "H", "C", "O", "O", "O", "H", "H", "H", "O", "H", "C", "O", "O", "H", "H", "O", "H", "H", "H", "H", "O", "H", "O", "H", "H", "H", "H", "H"],
  "positions_angstrom": [[0.32334, -2.41760, 2.67792], [-1.71748, -3.30995, 0.06160], [3.00374, -1.94742, 0.98930], [-2.76733, 2.09741, -1.23875], [1.40196, 2.39683, -0.86020], [1.43788, 1.54637, -2.50000], [0.19666, 0.59934, -0.93579], [-2.07172, 1.46403, -0.70001], [2.55715, 2.11870, 0.83599], [-2.43215, -0.57128, -3.02787], [-1.93383, -2.67299, -0.63051], [-2.08357, 2.23671, 2.98063], [-1.90013, -1.25707, 1.13505], [-0.16272, -3.22682, 2.46242], [0.08611, -0.23161, 2.50680], [-0.97930, 1.29947, -1.33823], [2.96822, 0.60776, 0.02940], [2.19843, -1.23915, 2.11213], [-0.58880, 3.22116, 1.51449], [3.61602, 1.36401, -1.19541], [2.77666, 0.67364, -1.05976], [0.02665, 3.92875, 1.21397], [-1.61046, -0.97432, 2.01563], [0.99989, -0.07753, 2.77536], [-1.06755, -2.27636, -0.84385], [0.16044, 0.47515, 0.17344], [1.21802, 2.85356, 1.23552], [-1.64162, 1.94014, 2.17338], [-0.17188, 3.90404, 0.26156], [1.37483, 1.44747, -1.42617], [2.24653, -2.05957, 1.57069], [1.84737, 2.11388, 1.48338], [-1.97208, -1.71574, 2.52016], [0.42167, -0.39050, -1.38201], [0.59649, -2.84817, -1.63014], [-2.30177, 1.05060, 0.28438], [1.30692, -3.36558, -1.21923], [-0.39663, -0.30725, -3.92389], [0.36296, -3.30599, -2.44356], [-3.02991, -0.56442, -2.25159], [-1.25946, 0.88327, -3.58638], [-1.25125, 0.08901, -4.15237], [2.73898, -0.37577, -1.36007], [-1.34790, 1.03727, 2.35809], [-3.02232, -1.44558, -1.86113], [1.36764, 0.74808, 2.40257], [0.47531, -3.51601, 1.79301]],
  "forces_ev_per_a": [[-0.39, 0.12, 0.38], [-0.05, -0.07, -0.07], [0.04, -0.02, 0.06], [-0.49, -0.11, 0.42], [-0.14, -0.20, -0.94], [-0.61, 0.39, -0.22], [0.45, 0.18, 0.90], [1.72, -0.36, -0.82], [-0.09, 0.07, 0.20], [-0.35, -0.13, 0.39], [0.16, 0.38, 0.46], [0.12, -0.08, -0.14], [0.27, 0.32, -0.43], [0.65, -0.06, -0.37], [0.21, 0.05, -0.35], [-1.33, 0.49, -1.07], [-1.02, -0.44, -0.11], [-0.46, -0.37, -0.31], [0.03, 0.23, 0.43], [0.23, -0.71, -1.59], [-1.44, 1.54, 1.69], [-0.66, -0.42, -0.88], [-0.81, -0.07, -0.13], [0.35, -0.19, 0.82], [-0.28, -0.37, -0.03], [0.67, -0.09, -0.56], [0.60, -0.35, 0.57], [-0.07, 0.31, 0.50], [0.11, 0.43, 0.18], [2.71, -1.46, 2.29], [0.53, 0.03, -0.12], [0.03, 0.52, 0.05], [0.41, 0.13, 0.44], [-1.10, 0.22, 0.03], [0.58, -0.06, 0.05], [-0.06, 0.04, -0.26], [-0.29, 0.22, -0.17], [-0.24, 0.05, -0.19], [0.00, -0.12, 0.02], [-0.31, -0.26, -0.16], [-0.03, -0.06, 0.05], [0.62, 0.18, 0.05], [0.67, 0.40, -0.76], [-0.25, -0.04, -0.03], [0.04, 0.01, -0.10], [-0.52, 0.14, -0.24], [-0.24, -0.43, 0.07]]
}

{
  "formula": "C15H17NO3S",
  "method": "the ωB97M-V functional and the def2-TZVPD basis",
  "e_lumo_ev": 0.16,
  "gap_ev": 8.34,
  "elements": ["C", "H", "H", "C", "O", "C", "C", "H", "H", "S", "C", "H", "H", "C", "C", "H", "C", "H", "H", "C", "H", "C", "H", "H", "C", "H", "H", "C", "C", "H", "C", "H", "C", "O", "N", "O", "H"],
  "positions_angstrom": [[2.19083, -2.38296, -0.41646], [-0.53752, 1.20368, -1.42194], [5.38908, 1.79788, 0.87953], [-0.05300, -0.89505, 0.28027], [-1.41133, -2.78230, 0.22032], [-3.96570, 0.66755, 0.79531], [-0.16540, -2.25217, 0.05852], [2.80867, 2.71621, 0.44344], [0.89559, -4.05543, -0.49445], [0.00920, 2.25374, 0.66520], [-0.96480, 2.04171, -0.87078], [-4.28873, -0.51532, -0.97244], [-3.51279, -1.39139, 0.35556], [-1.59265, -4.16536, 0.03188], [2.63947, 1.66330, 0.28121], [-2.64771, -4.35220, 0.22703], [1.17819, -0.24376, 0.14478], [5.16828, 2.15154, -0.83253], [-5.24500, -1.01567, 0.42853], [-4.27286, -0.65408, 0.10619], [3.07352, -2.94589, -0.67554], [3.72729, 0.80849, -0.01408], [-0.87212, 2.94991, -1.46695], [-0.92643, -0.34520, 0.59065], [2.33867, -1.00346, -0.18243], [-4.66575, 1.44479, 0.47304], [-0.98788, -4.74995, 0.73213], [0.97201, -2.99545, -0.30916], [-2.43337, 1.76010, -0.62952], [5.81199, 0.57467, -0.33460], [1.37400, 1.14894, 0.33445], [-1.35859, -4.46667, -0.99411], [5.11314, 1.36577, -0.08095], [-3.29610, 2.09178, -1.39869], [3.56978, -0.46352, -0.25921], [-2.63392, 1.09356, 0.50016], [-3.99332, 0.56448, 1.88176]],
  "forces_ev_per_a": [[-0.12, 0.00, 0.02], [-0.07, 0.03, -0.05], [0.08, 0.08, 0.05], [-0.26, -0.39, -0.02], [0.12, 0.26, 0.04], [-0.57, -0.16, -0.10], [0.02, 0.51, 0.05], [-0.01, 0.13, -0.04], [-0.01, -0.09, -0.01], [0.25, -0.16, -0.13], [0.23, 0.23, 0.35], [-0.03, -0.02, -0.07], [0.01, -0.08, 0.02], [-0.02, -0.22, -0.04], [-0.39, -0.22, 0.02], [0.08, -0.04, -0.02], [0.50, -0.42, -0.10], [0.07, 0.09, -0.04], [-0.13, -0.06, 0.02], [0.21, 0.32, 0.09], [0.10, -0.06, -0.03], [0.08, -0.20, -0.01], [-0.11, -0.19, -0.04], [-0.08, 0.04, 0.02], [-0.81, 0.11, 0.12], [0.10, -0.10, 0.13], [-0.02, 0.01, -0.04], [-0.03, -0.19, -0.02], [0.15, 0.16, -0.26], [0.04, -0.01, -0.01], [-0.10, 0.61, 0.04], [0.00, 0.00, 0.05], [0.01, 0.01, 0.00], [-0.09, -0.02, -0.04], [0.66, 0.08, -0.08], [0.11, -0.09, 0.23], [0.01, 0.06, -0.13]]
}